(1)
The following is a quantum chemistry calculation of a cluster of 12 separate species, C6H37N2O11 in total in a non-equilibrium geometry, from the Open Molecules 2025 dataset.

Last column: natural (NBO) charge in e.
Geometry (Å):
N 1.99 0.55 0.40  -0.746
C 0.94 0.16 -0.70  -0.034
C 1.41 0.40 -2.13  -0.476
C 2.26 -0.55 -2.84  -0.175
C 2.50 -1.78 -2.35  -0.411
C -0.44 0.72 -0.46  -0.243
N -1.01 0.36 0.83  -0.687
C -2.27 1.00 1.10  -0.458
H 2.16 1.57 0.49  0.469
H 1.69 0.10 1.30  0.460
H 2.74 -0.11 0.24  0.443
H 1.11 -0.97 -0.63  0.225
H 2.05 1.29 -2.22  0.229
H 0.53 0.77 -2.72  0.249
H 2.65 -0.25 -3.80  0.226
H 3.25 -2.43 -2.74  0.211
H 2.05 -2.12 -1.44  0.187
H -0.40 1.81 -0.62  0.208
H -0.93 0.19 -1.33  0.219
H -0.46 0.60 1.69  0.398
H -2.45 2.14 1.12  0.169
H -3.00 0.62 0.35  0.222
H -2.66 0.90 2.10  0.223
H 1.28 3.88 -0.06  0.520
H 2.78 3.59 -0.30  0.484
O 2.04 3.38 0.29  -0.986
H 3.21 -2.76 1.36  0.506
H 3.65 -3.14 -0.13  0.495
O 2.95 -2.81 0.44  -0.989
H -3.20 -1.03 -1.32  0.490
H -3.12 0.43 -1.83  0.452
O -3.73 -0.30 -1.69  -0.937
H -2.27 -2.03 1.18  0.445
H -3.51 -2.17 1.97  0.482
O -3.06 -2.63 1.23  -0.925
H -0.36 2.86 2.98  0.484
H 0.31 2.10 4.22  0.490
O -0.31 2.05 3.50  -0.966
H -1.13 -1.51 1.92  0.488
H -1.18 -2.06 3.33  0.489
O -0.67 -1.44 2.80  -0.968
H -0.48 -3.74 0.91  0.491
H 0.78 -2.91 0.53  0.502
O -0.16 -3.02 0.35  -0.987
H 2.48 -1.33 3.40  0.491
H 1.11 -1.39 2.76  0.518
O 2.06 -1.33 2.53  -1.010
H -1.17 -2.90 -1.50  0.479
H -2.38 -3.27 -0.70  0.477
O -2.12 -3.05 -1.60  -0.952
H -0.83 4.26 -1.36  0.497
H -1.03 4.96 -0.03  0.493
O -0.37 4.49 -0.54  -0.969
H -1.81 3.38 -3.57  0.482
H -1.92 1.87 -3.62  0.488
O -1.56 2.59 -3.09  -0.966

HOMO level: -12.19 eV
energy: -32318.3747 eV
net charge: +1
largest force on an atom: 3.54 eV/A
energy relative to the best compared isomer or geometry (same formula, charge and spin): 251.64 kJ/mol

***

(2)
The following is a quantum chemistry calculation of a structure of composition C40H32BrF4N3O3PPt in a non-equilibrium geometry, from the Open Molecules 2025 dataset.

Last column: Mulliken charge in e.
Geometry (Å):
Pt -0.98 0.58 0.14  1.964
C 6.10 -1.21 -2.90  -0.971
O 4.68 -1.10 -2.74  -0.405
C 3.90 -1.59 -3.73  0.786
C 4.35 -2.16 -4.91  -0.379
C 3.44 -2.61 -5.85  -0.862
C 2.07 -2.48 -5.64  -1.241
C 1.61 -1.90 -4.47  -0.070
C 2.52 -1.47 -3.51  0.004
N 2.17 -0.80 -2.29  0.006
C 0.98 -0.72 -1.71  0.459
N 0.17 -1.80 -1.82  0.041
C -1.10 -1.95 -1.36  1.475
C -1.77 -1.05 -0.52  0.181
C -3.07 -1.32 -0.11  -1.729
C -3.70 -2.47 -0.54  -1.256
C -3.06 -3.39 -1.39  -0.677
C -1.78 -3.15 -1.80  0.913
O -1.03 -3.91 -2.58  -0.427
C -1.58 -5.16 -3.09  -0.962
N 0.57 0.37 -1.06  -0.287
C 1.51 1.43 -0.86  -1.109
C 2.49 1.25 0.14  0.173
C 3.48 2.16 0.34  -0.972
C 3.53 3.31 -0.47  -0.844
C 2.59 3.51 -1.45  -0.699
C 1.56 2.58 -1.68  1.067
O 0.81 2.89 -2.75  -0.481
C -0.33 2.18 -3.20  -0.171
H 6.54 -0.80 -2.00  0.247
H 6.43 -0.63 -3.76  0.424
H 6.39 -2.25 -3.01  0.384
H 5.41 -2.25 -5.09  0.481
H 3.80 -3.05 -6.77  0.419
H 1.37 -2.80 -6.40  0.439
H 0.55 -1.75 -4.33  0.489
H 2.92 -0.22 -1.91  0.474
H 0.55 -2.60 -2.32  0.512
H -3.59 -0.64 0.55  0.478
H -4.71 -2.67 -0.21  0.492
H -3.59 -4.28 -1.71  0.525
H -1.93 -5.77 -2.27  0.415
H -0.76 -5.65 -3.61  0.281
H -2.39 -4.93 -3.79  0.403
H 2.42 0.36 0.76  0.473
H 4.21 2.01 1.12  0.771
H 4.31 4.04 -0.34  0.482
H 2.62 4.38 -2.09  0.549
H -0.71 2.74 -4.04  0.374
H -1.09 2.14 -2.42  -0.219
H -0.08 1.17 -3.52  0.096
F -4.61 5.92 3.05  -0.220
C -3.95 4.81 2.91  0.659
C -3.52 4.09 4.02  0.218
F -3.79 4.53 5.22  -0.235
C -2.82 2.91 3.84  0.302
F -2.45 2.25 4.93  -0.321
C -2.51 2.42 2.58  -0.525
P -1.45 0.96 2.42  0.340
C -2.35 -0.41 3.09  1.185
C -3.75 -0.38 3.08  -0.788
C -4.46 -1.44 3.61  -0.829
C -3.78 -2.54 4.14  -0.574
C -2.39 -2.58 4.13  -0.858
C -1.67 -1.53 3.59  -0.562
C 0.03 1.31 3.35  0.852
C 0.17 0.88 4.67  -0.432
C 1.31 1.22 5.37  -0.817
C 2.31 1.98 4.77  -0.759
C 2.17 2.41 3.46  -0.775
C 1.03 2.08 2.74  -0.987
C -2.97 3.15 1.49  0.473
Br -2.73 2.50 -0.27  -0.080
C -3.67 4.32 1.63  0.215
F -4.10 4.99 0.57  -0.286
H -4.29 0.47 2.68  0.489
H -5.55 -1.42 3.63  0.508
H -4.34 -3.36 4.56  0.470
H -1.87 -3.43 4.54  0.491
H -0.59 -1.58 3.56  0.569
H -0.61 0.32 5.16  0.555
H 1.42 0.91 6.40  0.481
H 3.20 2.23 5.33  0.447
H 2.93 3.02 3.00  0.598
H 0.91 2.44 1.73  0.681

HOMO level (alpha / beta): -15.17 / -15.17 eV
energy: -146031.5002 eV
net charge: +3
largest force on an atom: 2.53 eV/A
energy relative to the best compared isomer or geometry (same formula, charge and spin): 0.00 kJ/mol

***

(3)
The following is a quantum chemistry calculation of a structure of composition C3H3LiO3Sm in a non-equilibrium geometry, from the Open Molecules 2025 dataset.

Last column: Mulliken charge in e.
Geometry (Å):
O 0.79 1.43 -1.26  -0.766
C 0.07 1.26 -2.23  0.198
C -1.01 0.30 -2.08  -0.795
Li 2.43 1.90 -1.05  0.844
Sm 0.07 -0.40 -0.13  1.513
H -0.76 1.94 -2.19  0.228
H -1.99 0.48 -2.51  0.315
O -0.28 -2.45 2.46  -0.418
C 0.26 -1.23 2.30  0.120
O 0.65 -0.61 3.27  -0.551
H -0.22 -2.62 3.40  0.312

⟨S²⟩: 9.1885
HOMO level (alpha / beta): -11.41 / -11.61 eV
energy: -27399.1382 eV
net charge: +1
largest force on an atom: 10.86 eV/A
spin multiplicity: 6

***

(4)
The following is a quantum chemistry calculation of a structure of composition C18H6Cl5MnN4S in a non-equilibrium geometry, from the Open Molecules 2025 dataset.

Last column: natural (NBO) charge in e.
Geometry (Å):
Mn 0.19 -1.07 0.51  1.556
Cl -0.07 -2.41 2.27  0.086
C 0.88 -3.45 1.11  0.078
C 1.15 -2.80 -0.06  -0.402
C 1.87 -3.52 -1.00  -0.048
Cl 2.31 -2.87 -2.53  0.097
C 2.26 -4.84 -0.70  -0.080
Cl 3.14 -5.74 -1.84  0.152
C 1.94 -5.44 0.53  -0.043
Cl 2.42 -7.03 0.88  0.170
C 1.21 -4.73 1.49  -0.155
Cl 0.77 -5.35 3.01  0.146
S -1.92 5.90 -0.98  1.066
N -1.09 4.85 -1.87  -0.568
C -0.98 3.75 -1.15  0.088
C -0.30 2.53 -1.57  -0.069
C 0.33 2.38 -2.81  -0.040
C 0.94 1.18 -3.10  -0.226
C 0.93 0.16 -2.16  0.102
N 0.33 0.29 -0.98  -0.592
C -0.28 1.48 -0.68  0.242
C -0.92 1.58 0.63  0.156
N -0.84 0.48 1.41  -0.597
C -1.40 0.50 2.63  0.101
C -2.07 1.61 3.11  -0.220
C -2.15 2.73 2.31  -0.046
C -1.57 2.72 1.04  -0.066
C -1.59 3.84 0.11  0.151
N -2.17 5.02 0.34  -0.581
H 0.33 3.20 -3.51  0.272
H 1.44 1.02 -4.05  0.268
H 1.40 -0.79 -2.37  0.242
H -1.32 -0.40 3.23  0.220
H -2.51 1.58 4.09  0.269
H -2.67 3.63 2.65  0.271

⟨S²⟩: 6.1502
HOMO level (alpha / beta): -15.22 / -15.21 eV
energy: -129476.1001 eV
net charge: +2
largest force on an atom: 1.29 eV/A
spin multiplicity: 5